ORCA calculation (ωB97M-V/def2-TZVPD) on a cluster of 9 separate species, C15H49B2O12 in total in a non-equilibrium geometry.

Geometry as XYZ:
```
78
Properties=species:S:1:pos:R:3
H 0.388 -7.463 5.686
H -0.757 -4.657 3.675
O 6.125 2.137 0.615
O -3.858 2.760 -4.639
H -1.036 -8.438 5.211
H 0.572 4.277 0.580
O -2.587 -1.188 -0.582
H 7.831 2.719 -0.390
H -3.940 2.331 1.692
H -4.800 1.934 -6.279
H 1.555 -3.741 -0.804
H -2.232 -4.319 2.736
H 3.134 -0.471 4.119
H -2.117 -0.188 -2.504
B -3.673 1.824 0.625
H 4.640 0.596 1.353
C 0.878 2.103 0.792
H -0.262 0.787 -4.417
H 0.548 1.301 1.547
O -1.921 -3.128 4.392
H -2.342 -5.146 4.321
H -2.098 -2.159 1.591
C -2.037 1.837 0.507
C 1.846 -2.839 -1.344
H 2.896 -2.920 -1.641
O -2.947 -1.705 1.805
H -3.017 1.769 -6.239
O -1.904 0.098 -3.404
B -3.294 -0.892 0.669
C 0.007 3.418 1.096
C 0.375 3.270 -6.527
C -1.447 3.352 0.407
H -0.121 3.621 2.211
C -0.533 0.460 -3.412
H 2.362 -1.863 4.920
H 3.041 -0.403 1.259
H -4.225 2.529 -0.187
H -3.763 3.346 -6.600
H 4.200 -0.361 -0.186
H -2.174 4.135 0.784
H 1.780 -0.200 5.244
H -2.860 -2.914 4.438
H -1.262 3.532 -0.715
O 3.132 1.813 -1.100
H -1.618 1.300 -0.414
H -1.659 -0.887 -0.427
C -1.810 -4.386 3.743
H 7.489 3.597 1.132
H 0.458 -1.338 3.753
H 0.768 4.069 -5.893
H -1.222 -6.709 5.593
H -1.446 3.452 -5.887
O 1.283 -0.980 3.401
C 3.048 1.523 0.114
O 2.304 2.317 1.009
O -1.012 3.471 -6.751
C 7.458 2.625 0.634
H 5.593 2.777 0.125
H 0.677 1.664 -0.238
H -4.953 0.200 -0.333
H 0.892 3.287 -7.487
H 1.216 -2.729 -2.230
H 0.241 -7.785 3.416
H 0.080 -0.403 -3.136
H 0.537 2.302 -6.047
H -0.362 1.279 -2.708
O -0.343 -7.113 3.786
C 3.781 0.244 0.688
C -4.352 0.316 0.646
H 8.082 1.919 1.181
O 1.673 -1.720 -0.489
H -3.944 1.932 -4.147
C -3.860 2.429 -6.019
C 2.190 -0.874 4.487
H -1.626 1.413 1.498
H -5.112 0.197 1.505
C -0.564 -7.454 5.147
H 1.937 -0.936 -0.989
```

The value obtained for the HOMO energy is -0.1746 hartree. The gap between HOMO and LUMO is 6.81 eV. The molar mass is 443.17 Da. As for the total charge: -1.

---

ORCA calculation (ωB97M-V/def2-TZVPD) on a structure of composition C5H9NO.

Geometry as XYZ:
```
16
Properties=species:S:1:pos:R:3
C 0.418 -0.146 -0.072
H -1.977 -1.183 -0.225
C -0.682 0.282 0.850
O 1.734 1.199 0.195
C 1.400 -1.163 -0.010
H -2.841 -0.090 0.969
H 1.729 1.570 1.093
N -1.433 0.957 -0.256
H 1.651 -1.670 -0.938
H 1.413 -1.782 0.885
H -0.570 0.716 1.841
H 0.127 1.303 -1.697
C -0.382 0.471 -1.212
C -1.964 -0.259 0.353
H 2.138 0.033 0.185
H -0.761 -0.236 -1.960
```

The value obtained for the HOMO energy is -0.3104 hartree. The gap between HOMO and LUMO is 9.36 eV. The molar mass is 99.13 Da. As for the total charge: 0.

---

ORCA calculation (ωB97M-V/def2-TZVPD) on an isolated molecule of C2H2INO in a non-equilibrium geometry.

Geometry as XYZ:
```
7
Properties=species:S:1:pos:R:3
O -2.120 -0.035 -0.368
H 0.528 0.015 -1.421
H 1.958 0.952 -0.134
C 0.314 0.200 -0.407
I -0.752 -1.551 1.840
N 1.154 0.692 0.403
C -1.082 -0.274 0.088
```

The value obtained for the HOMO energy is -0.3556 hartree. The gap between HOMO and LUMO is 9.43 eV. The molar mass is 182.95 Da. As for the total charge: 0. The SMILES is [H]/N=C/C(=O)I.

---

ORCA calculation (ωB97M-V/def2-TZVPD) on a cluster of 2 separate species, C2H2N2O4 in total in a non-equilibrium geometry.

Geometry as XYZ:
```
10
Properties=species:S:1:pos:R:3
O -1.152 1.960 0.129
O -0.574 -0.864 0.871
H 2.860 0.059 0.483
O -3.160 0.849 0.076
N 1.948 -0.199 0.030
C 1.352 -1.311 0.189
C -2.136 1.406 0.115
N -0.058 -1.188 -0.164
H 1.529 0.654 -0.540
O -0.610 -1.365 -1.190
```

The value obtained for the HOMO energy is -0.3686 hartree. The gap between HOMO and LUMO is 10.31 eV. The molar mass is 118.05 Da. As for the total charge: 0.

---

What is the formula in the second record?
C5H9NO

---

What is the molar mass in the second record?
99.13 Da

---

What is the formula in the third record?
C2H2INO

---

Among the records above, which one has the lowest gap between HOMO and LUMO?
C15H49B2O12